Formula: C27H41CrIN5O2SSbSe2
Source: OMol25
Level of theory: ωB97M-V/def2-TZVPD

Geometry as XYZ:
```
81
Properties=species:S:1:pos:R:3:lowdin_spin:R:1
I -1.35224 0.73277 -1.62188 -0.018
Sb -2.73815 -1.41669 0.75983 0.001
Se -0.08577 -0.59413 2.43216 -0.004
Se 3.86263 -3.32945 3.14322 0.001
Cr 1.08885 -0.74312 0.13261 1.043
S -1.19161 1.16649 2.98164 -0.002
O 1.37104 1.12500 0.17577 0.015
O 5.87336 1.05961 -2.81950 0.000
N 3.53200 3.94732 -0.14698 -0.001
N 2.29159 -2.00657 1.04154 -0.005
N 2.45627 0.50111 2.85323 0.000
N 1.98356 -0.53232 -1.70922 -0.006
N 1.56391 -0.64427 4.69401 0.000
C 3.04277 1.56303 -1.49920 0.001
C 4.93379 2.09662 -3.09966 0.000
C -4.30122 0.01764 1.07035 0.000
C 5.85818 2.01376 3.74937 0.000
C 3.89756 0.57384 3.09320 0.000
C 4.36288 1.97339 3.46473 0.000
C 2.92596 -2.55288 1.85598 0.002
C 1.29655 2.39897 6.71949 0.000
C 6.34675 3.42084 4.06936 0.000
C 0.58854 -2.17906 -1.22196 -0.037
C 1.73610 -0.09301 7.05907 0.000
C -0.07104 -3.92974 -2.71180 -0.003
C 1.38828 -2.18884 -3.53997 -0.001
C -3.37868 -2.70476 2.41563 0.000
C 4.28224 3.57925 -1.19346 0.001
C 0.65148 -3.34707 -3.75227 0.008
C 2.65780 0.38540 -2.26493 -0.002
C -3.89718 -2.56495 -0.66133 0.000
C 2.55638 3.15017 0.25818 0.000
C 2.31609 1.88647 -0.34280 0.003
C 1.51567 -0.18384 3.46355 -0.001
C 1.34386 -1.65391 -2.26528 0.005
C 0.69278 1.02232 6.97397 0.000
C -0.10488 -3.35721 -1.44240 0.001
C 4.06175 2.43269 -1.92237 0.000
C 1.65134 3.63563 1.35105 0.000
C 2.50114 -0.30892 5.75919 0.000
H 1.75842 2.45953 5.73207 0.000
H 1.94318 4.64720 1.62527 0.000
H 2.05802 2.64269 7.46547 0.000
H -5.22295 -0.49949 1.34021 0.000
H 2.87686 0.34546 -3.33247 -0.001
H -3.11948 -3.73908 2.17794 0.000
H -4.66739 -3.11369 -0.11829 0.000
H 4.37164 0.26208 2.15853 0.000
H 0.64381 -3.80898 -4.73151 0.001
H -0.61684 -4.84724 -2.90100 -0.001
H 1.25496 -1.03179 7.35204 0.000
H 2.46785 0.13456 7.83994 0.000
H -4.44180 0.58690 0.15256 0.000
H 5.39606 0.30650 -2.45467 0.000
H 2.13342 0.87546 1.95952 0.000
H -2.87151 -2.42251 3.33927 0.000
H -3.27427 -3.25890 -1.22176 0.000
H 3.02094 0.60503 5.47959 0.000
H 3.80449 2.33228 4.33668 0.000
H -0.02751 0.80093 6.18131 0.000
H 6.39969 1.62346 2.88250 0.000
H 5.52855 2.96654 -3.37490 0.000
H -3.99259 0.69015 1.86783 0.000
H 1.67065 3.00485 2.24097 0.000
H 3.24149 -1.10607 5.85726 0.000
H 0.61301 3.61575 1.01396 0.000
H 5.08016 4.25899 -1.47470 0.000
H 0.52738 3.16996 6.75495 0.000
H 0.75967 -1.19588 4.95873 0.000
H 6.15192 4.09610 3.23431 0.000
H 4.17812 -0.17197 3.83364 0.000
H -4.36095 -1.87712 -1.36798 0.000
H -4.45807 -2.63872 2.56711 0.000
H -0.67538 -3.83048 -0.65147 0.000
H 0.12525 1.03526 7.90746 0.000
H 7.41827 3.43406 4.27246 0.000
H 6.08700 1.34024 4.58194 0.000
H 4.12289 2.66008 2.64676 0.000
H 1.95721 -1.73269 -4.34127 0.000
H 4.32537 1.82991 -3.97078 0.000
H 5.83252 3.82174 4.94562 0.000
```

Values from the calculation:
Total charge ... -1
2S+1 ... 2
HOMO-LUMO gap (spin up / spin down) ... 6.07 / 6.10 eV
Electronic energy ... -224799.00212 eV
HOMO (spin up / spin down) ... -0.1544 / -0.1548 Ha